{"formula": "C4H12N2O2", "method": "wB97M-V/def2-TZVPD", "relative_energy_kcal_mol": 76.5, "e_homo_ev": -8.8, "e_tot_ha": -419.5266, "smiles": "CN(C=O)CCN.O", "gap_ha": 0.3566, "species": ["C", "N", "C", "O", "C", "C", "N", "H", "H", "H", "H", "H", "H", "H", "H", "H", "H", "O", "H", "H"], "coordinates": [[-0.157, -0.129, 1.840], [-0.443, 0.440, 0.552], [-1.346, -0.263, -0.257], [-2.038, -1.166, 0.261], [0.164, 1.645, -0.013], [1.718, 1.781, 0.235], [2.392, 1.227, -0.938], [0.957, -0.041, 2.150], [-0.541, -1.192, 1.860], [-0.759, 0.457, 2.659], [-1.489, 0.327, -1.048], [-0.078, 1.764, -1.226], [-0.293, 2.529, 0.468], [2.063, 2.866, 0.441], [1.932, 1.238, 1.279], [3.409, 1.485, -1.129], [2.445, 0.218, -1.054], [-0.646, -3.007, -1.386], [-0.767, -3.741, -1.930], [-1.327, -2.389, -1.605]], "nbo_charge": [-0.435, -0.447, 0.512, -0.619, -0.221, -0.229, -0.875, 0.200, 0.266, 0.191, 0.125, 0.224, 0.188, 0.210, 0.169, 0.370, 0.371, -0.935, 0.461, 0.474]}

---

{"formula": "C4H12N2O2", "method": "wB97M-V/def2-TZVPD", "relative_energy_kcal_mol": 97.8, "e_homo_ev": -8.8, "e_tot_ha": -419.4926, "gap_ha": 0.3535, "species": ["C", "C", "O", "H", "H", "H", "H", "H", "H", "C", "N", "C", "N", "O", "H", "H", "H", "H", "H", "H"], "coordinates": [[1.181, -2.037, 0.190], [1.182, -1.861, 1.697], [0.045, -2.245, -0.389], [-0.845, -1.316, -0.208], [2.021, -2.627, -0.199], [1.670, -0.716, -0.204], [2.170, -1.591, 2.068], [0.456, -1.101, 1.986], [0.877, -2.805, 2.154], [-2.219, 1.819, -0.491], [0.086, 0.941, -0.644], [-1.195, 0.729, -0.450], [0.509, 2.239, -1.037], [-1.606, -0.431, -0.087], [1.019, 0.067, -0.424], [1.299, 2.497, -0.452], [0.850, 2.183, -1.994], [-2.648, 1.944, 0.501], [-1.834, 2.772, -0.838], [-3.020, 1.540, -1.177]], "nbo_charge": [0.249, -0.674, -0.758, 0.498, 0.165, -0.120, 0.209, 0.212, 0.222, -0.704, -0.436, 0.679, -0.660, -0.664, 0.334, 0.357, 0.355, 0.246, 0.246, 0.243]}

---

{"formula": "C4H12N2O2", "method": "wB97M-V/def2-TZVPD", "relative_energy_kcal_mol": 62.8, "e_homo_ev": -9.0, "e_tot_ha": -419.5484, "smiles": "CC[C@@H](N)C(N)=O.O", "gap_ha": 0.3589, "species": ["C", "C", "C", "N", "C", "N", "O", "H", "H", "H", "H", "H", "H", "H", "H", "H", "H", "O", "H", "H"], "coordinates": [[-2.684, -0.148, 0.570], [-1.770, 0.706, -0.197], [-0.776, -0.170, -0.984], [-0.658, 0.332, -2.391], [0.540, 0.009, -0.073], [0.690, -1.108, 0.698], [1.324, 0.992, -0.048], [-3.605, -0.767, 0.129], [-3.222, 0.556, 1.281], [-2.154, -1.002, 1.056], [-2.314, 1.171, -1.095], [-1.243, 1.542, 0.389], [-1.019, -1.217, -1.160], [0.137, -0.065, -2.954], [-0.721, 1.242, -2.485], [0.709, -1.855, 0.155], [1.465, -1.057, 1.435], [2.948, -0.459, 1.960], [2.991, 0.086, 1.157], [2.723, 0.154, 2.752]], "nbo_charge": [-0.630, -0.433, -0.128, -0.833, 0.681, -0.858, -0.663, 0.218, 0.214, 0.219, 0.222, 0.237, 0.203, 0.366, 0.352, 0.370, 0.423, -0.955, 0.507, 0.490]}

---

{"formula": "C4H12N2O2", "method": "wB97M-V/def2-TZVPD", "relative_energy_kcal_mol": 92.7, "e_homo_ev": -9.6, "e_tot_ha": -419.5008, "smiles": "C[C@H](O)[C@@H](C)N(N)O", "gap_ha": 0.3856, "species": ["C", "C", "O", "C", "C", "N", "N", "O", "H", "H", "H", "H", "H", "H", "H", "H", "H", "H", "H", "H"], "coordinates": [[0.163, 0.103, 2.080], [0.681, 0.882, 0.884], [0.340, 2.254, 1.040], [0.220, 0.389, -0.637], [1.286, -0.498, -1.283], [-1.137, -0.128, -0.581], [-1.226, -1.425, -0.061], [-1.424, -0.230, -2.137], [-0.918, 0.226, 2.202], [0.610, 0.497, 3.000], [0.420, -0.957, 2.020], [1.774, 0.838, 0.882], [-0.632, 2.306, 1.045], [0.187, 1.339, -1.179], [1.419, -1.444, -0.750], [2.253, 0.015, -1.288], [1.030, -0.714, -2.325], [-2.192, -1.749, -0.079], [-0.688, -2.096, -0.609], [-2.165, 0.394, -2.223]], "nbo_charge": [-0.638, 0.111, -0.720, -0.087, -0.654, -0.023, -0.645, -0.678, 0.207, 0.215, 0.220, 0.174, 0.463, 0.223, 0.200, 0.223, 0.233, 0.367, 0.342, 0.466]}

---

{"formula": "C4H12N2O2", "method": "wB97M-V/def2-TZVPD", "total_charge": 1, "relative_energy_kcal_mol": 37.0, "e_homo_ev": [-14.3, -14.3], "e_tot_ha": -419.2733, "multiplicity": 2, "gap_ha": [0.4051, 0.1968], "species": ["C", "C", "C", "C", "N", "O", "N", "H", "H", "H", "H", "H", "H", "H", "H", "H", "H", "H", "H", "O"], "coordinates": [[-0.740, -0.934, 1.232], [0.686, -1.461, 0.720], [1.528, -0.341, 0.142], [0.680, 0.606, -0.635], [0.470, 0.186, -1.935], [0.038, 1.523, -0.152], [-0.514, 0.097, 2.211], [-1.297, -0.645, 0.344], [-1.345, -1.660, 1.773], [0.450, -2.151, -0.093], [1.096, -1.901, 1.616], [2.430, -0.696, -0.351], [1.972, 0.247, 0.969], [-0.379, 0.473, -2.409], [1.139, -0.389, -2.422], [-1.324, 0.146, 2.841], [-0.380, 1.043, 1.814], [-1.977, 1.330, -1.853], [-0.945, 2.421, -1.578], [-1.588, 2.107, -2.234]], "mulliken_spin": [0.040, 0.099, 0.012, 0.001, 0.016, 0.001, 0.789, 0.072, -0.004, -0.001, -0.007, 0.003, -0.002, -0.001, -0.001, -0.011, -0.007, 0.000, 0.000, 0.000]}

---

{"formula": "C4H12N2O2S", "method": "wB97M-V/def2-TZVPD", "relative_energy_kcal_mol": 55.1, "e_homo_ev": -8.8, "e_tot_ha": -817.7233, "smiles": "N[C@@H](CS)CNC=O.O", "gap_ha": 0.3440, "species": ["N", "C", "C", "S", "C", "N", "C", "O", "H", "H", "H", "H", "H", "H", "H", "H", "H", "H", "O", "H", "H"], "coordinates": [[-1.700, -0.027, -1.260], [-0.664, -0.411, -0.282], [-0.024, -1.831, -0.097], [-1.452, -2.791, 0.329], [0.563, 0.590, -0.505], [1.325, 0.707, 0.730], [2.571, 0.004, 0.873], [2.953, -0.874, 0.144], [-2.206, -0.832, -1.660], [-1.375, 0.501, -2.038], [-1.123, -0.046, 0.683], [0.395, -2.349, -1.117], [0.879, -1.895, 0.637], [-2.022, -1.950, 1.258], [0.122, 1.560, -0.817], [1.085, 0.250, -1.410], [1.017, 1.510, 1.291], [3.118, 0.585, 1.728], [-0.893, 2.499, 0.644], [-0.985, 2.746, -0.224], [-1.585, 2.055, 1.095]], "nbo_charge": [-0.863, -0.051, -0.578, -0.031, -0.226, -0.672, 0.548, -0.591, 0.378, 0.355, 0.165, 0.242, 0.259, 0.115, 0.187, 0.208, 0.427, 0.114, -0.961, 0.481, 0.495]}

---

{"formula": "C4H12N2O3", "method": "wB97M-V/def2-TZVPD", "total_charge": 1, "relative_energy_kcal_mol": 35.5, "e_homo_ev": [-14.8, -14.7], "e_tot_ha": -494.4363, "multiplicity": 2, "gap_ha": [0.3877, 0.2314], "species": ["O", "C", "C", "C", "O", "N", "C", "N", "H", "H", "H", "H", "H", "H", "H", "H", "H", "H", "H", "H", "O"], "coordinates": [[1.861, 0.534, 0.372], [1.105, 0.425, -0.568], [-0.383, 0.639, -0.473], [-0.716, 2.212, -0.405], [-1.291, 2.582, -1.599], [-0.858, 0.163, 0.808], [-1.486, -1.170, 0.777], [-0.702, -2.144, -0.013], [1.436, 0.109, -1.523], [-0.948, 0.229, -1.460], [-1.462, 2.509, 0.450], [0.208, 2.689, -0.183], [-2.178, 2.198, -1.664], [-0.226, 0.309, 1.594], [-1.725, -1.356, 1.748], [-2.521, -1.093, 0.305], [-1.027, -3.023, -0.056], [0.223, -2.402, 0.404], [2.387, -2.096, 1.711], [2.109, -1.828, 0.156], [2.370, -2.493, 0.848]], "mulliken_spin": [0.022, 0.064, 0.025, 0.084, 0.052, 0.690, -0.004, 0.040, 0.016, 0.001, -0.005, 0.004, -0.002, -0.015, -0.003, 0.028, 0.005, -0.002, 0.000, -0.001, 0.001]}

---

{"formula": "C4H12N2O3S", "method": "wB97M-V/def2-TZVPD", "relative_energy_kcal_mol": 42.7, "e_homo_ev": -10.2, "e_tot_ha": -892.9208, "smiles": "CN(C)C(=O)[S@](=N)(=O)O.C", "gap_ha": 0.3979, "species": ["C", "N", "C", "C", "O", "S", "N", "O", "O", "H", "H", "H", "H", "H", "H", "H", "H", "C", "H", "H", "H", "H"], "coordinates": [[-0.499, -1.841, 0.116], [0.174, -0.883, 0.920], [-0.184, -0.618, 2.337], [0.979, 0.012, 0.474], [1.726, 0.802, 1.037], [1.423, -0.180, -1.370], [0.210, -0.305, -2.290], [2.680, -0.868, -1.626], [2.035, 1.361, -1.473], [-1.478, -1.923, 0.459], [-0.646, -1.342, -0.870], [-0.059, -2.795, 0.024], [-0.969, 0.242, 2.302], [-0.605, -1.511, 2.861], [0.741, -0.348, 2.836], [0.446, -0.478, -3.247], [2.869, 1.400, -1.075], [-1.795, 1.837, -0.245], [-0.877, 1.552, 0.225], [-1.978, 1.115, -1.061], [-2.609, 1.863, 0.406], [-1.583, 2.908, -0.742]], "nbo_charge": [-0.462, -0.402, -0.428, 0.525, -0.583, 2.032, -1.141, -0.926, -0.890, 0.210, 0.277, 0.212, 0.218, 0.219, 0.239, 0.400, 0.498, -0.845, 0.194, 0.225, 0.206, 0.223]}

---

{"formula": "C4H12N2O5P", "method": "wB97M-V/def2-TZVPD", "total_charge": -1, "relative_energy_kcal_mol": 50.2, "e_homo_ev": [-4.0, -3.6], "e_tot_ha": -986.7427, "gap_ha": [0.2724, 0.2587], "species": ["C", "C", "C", "C", "N", "N", "O", "O", "O", "O", "O", "P", "H", "H", "H", "H", "H", "H", "H", "H", "H", "H", "H", "H"], "coordinates": [[-0.320, -2.304, 0.837], [-0.818, -0.908, 0.362], [1.132, 0.782, 0.855], [0.264, 0.052, -0.152], [1.187, -0.598, -1.097], [0.252, 1.506, 1.778], [-0.219, 3.642, -1.085], [-0.784, 2.242, -3.092], [-2.620, 2.554, -1.337], [-1.817, -1.131, -0.651], [2.069, 1.602, 0.155], [-1.139, 2.502, -1.455], [0.108, -3.009, 0.152], [0.422, -2.193, 1.725], [-1.219, -2.899, 1.148], [-1.531, -0.375, 1.064], [1.783, 0.098, 1.471], [1.967, 0.056, -1.100], [0.789, -0.783, -2.035], [-0.332, 1.956, 1.086], [0.752, 2.206, 2.324], [-1.495, 1.886, -3.593], [-2.116, -0.380, -1.039], [1.545, 2.156, -0.500]], "nbo_charge": [-0.629, 0.011, 0.154, 0.056, -0.879, -0.855, -1.142, -1.028, -1.141, -0.760, -0.766, 2.044, 0.217, 0.204, 0.208, 0.204, 0.152, 0.387, 0.378, 0.369, 0.360, 0.477, 0.476, 0.502]}

---

{"formula": "C4H12N2OS", "method": "wB97M-V/def2-TZVPD", "relative_energy_kcal_mol": 78.8, "e_homo_ev": -8.8, "e_tot_ha": -742.4355, "smiles": "N[C@H](CS)CNCO", "gap_ha": 0.3519, "species": ["N", "C", "C", "S", "C", "N", "C", "O", "H", "H", "H", "H", "H", "H", "H", "H", "H", "H", "H", "H"], "coordinates": [[2.008, 0.711, 0.959], [1.109, -0.297, 0.248], [1.920, -1.152, -0.670], [1.411, -2.645, -1.525], [-0.029, 0.479, -0.611], [-1.082, 0.910, 0.370], [-2.461, 0.933, -0.121], [-3.190, 0.217, 0.725], [2.119, 1.652, 0.559], [2.013, 0.645, 2.026], [0.590, -0.794, 1.049], [2.795, -1.637, -0.158], [2.463, -0.313, -1.100], [0.296, -2.975, -0.780], [0.174, 1.382, -1.150], [-0.492, -0.193, -1.423], [-1.066, 0.362, 1.234], [-2.975, 1.945, -0.092], [-2.605, 0.298, -1.134], [-2.998, 0.472, 1.595]], "nbo_charge": [-0.896, -0.036, -0.590, -0.027, -0.233, -0.669, 0.117, -0.712, 0.385, 0.387, 0.185, 0.228, 0.247, 0.134, 0.199, 0.178, 0.350, 0.147, 0.152, 0.456]}

---

{"formula": "C4H12N2S", "method": "wB97M-V/def2-TZVPD", "total_charge": -1, "relative_energy_kcal_mol": 19.7, "e_homo_ev": [1.3, -5.3], "e_tot_ha": -667.2240, "multiplicity": 2, "gap_ha": [0.0676, 0.3056], "species": ["C", "N", "C", "C", "S", "C", "N", "H", "H", "H", "H", "H", "H", "H", "H", "H", "H", "H", "H"], "coordinates": [[-1.159, 0.701, 0.709], [-0.539, 0.401, -0.601], [0.845, 0.803, -0.790], [1.519, -0.185, -1.705], [0.817, -0.093, -3.410], [-0.474, -0.104, 1.827], [-0.803, -1.537, 1.580], [-1.127, 1.774, 0.901], [-2.181, 0.338, 0.626], [-0.338, 0.480, -3.028], [1.397, 1.034, 0.145], [0.817, 1.849, -1.132], [2.587, -0.046, -1.880], [1.463, -1.183, -1.265], [-0.860, 0.206, 2.805], [0.606, -0.019, 1.770], [-0.183, -2.131, 2.138], [-0.659, -0.587, -0.667], [-1.727, -1.702, 1.976]], "mulliken_spin": [0.268, -0.028, 0.564, 0.281, 0.078, 2.237, 0.542, -0.184, -0.122, -0.013, -0.352, 0.047, -0.229, -0.147, -0.887, -0.360, -0.529, -0.033, -0.134]}

---

{"formula": "C4H12N2S", "method": "wB97M-V/def2-TZVPD", "relative_energy_kcal_mol": 19.0, "e_homo_ev": -7.6, "e_tot_ha": -667.2646, "smiles": "N/C=C/N.CCS", "gap_ha": 0.3139, "species": ["N", "C", "C", "N", "H", "H", "H", "H", "H", "H", "C", "C", "S", "H", "H", "H", "H", "H", "H"], "coordinates": [[0.695, -0.693, 2.450], [0.947, 0.417, 1.590], [0.128, 1.447, 1.400], [0.525, 2.683, 0.844], [1.544, -0.969, 2.921], [0.016, -0.374, 3.137], [1.920, 0.453, 1.104], [-0.894, 1.418, 1.751], [1.406, 2.623, 0.348], [-0.162, 3.079, 0.215], [-0.680, -0.567, -2.542], [-1.188, -1.461, -1.423], [0.111, -2.511, -0.715], [-0.243, -1.157, -3.342], [0.053, 0.136, -2.147], [-1.485, 0.034, -2.972], [-1.953, -2.151, -1.774], [-1.628, -0.869, -0.620], [0.889, -1.540, -0.226]], "nbo_charge": [-0.818, -0.101, -0.085, -0.807, 0.369, 0.364, 0.176, 0.181, 0.362, 0.362, -0.615, -0.511, -0.046, 0.213, 0.204, 0.205, 0.217, 0.211, 0.118]}